No. 1
{"formula": "C44H58N5O4ScSi", "method": "ωB97M-V/def2-TZVPD", "elements": ["H", "H", "H", "C", "H", "C", "C", "H", "H", "H", "C", "H", "C", "H", "H", "C", "Sc", "H", "C", "H", "H", "C", "H", "C", "C", "C", "H", "H", "C", "O", "O", "H", "H", "H", "H", "H", "C", "H", "C", "H", "H", "C", "H", "H", "H", "C", "C", "H", "C", "H", "N", "C", "H", "H", "C", "N", "C", "H", "H", "H", "H", "Si", "H", "N", "H", "N", "H", "C", "H", "C", "H", "C", "C", "H", "C", "H", "C", "H", "C", "H", "H", "H", "H", "H", "C", "C", "C", "C", "H", "O", "H", "C", "C", "H", "C", "N", "C", "H", "H", "C", "C", "C", "O", "C", "C", "H", "H", "H", "C", "C", "H", "C", "H"], "coordinates": [[-5.090, -2.383, -1.299], [-0.159, 3.937, -2.109], [-2.146, -1.580, 4.307], [-1.659, -2.913, -0.014], [2.733, 0.357, -5.462], [2.080, -0.558, 3.501], [4.686, 2.326, -1.949], [1.316, -2.874, 1.860], [-4.393, -0.893, 0.736], [-0.593, -1.909, -5.492], [5.455, 1.317, -2.514], [-2.466, 0.571, -3.732], [4.062, -0.337, -1.462], [0.602, 2.785, -0.098], [-1.714, 4.790, -2.177], [-0.869, 4.535, -1.535], [0.027, 0.109, -0.296], [4.848, 0.194, 0.939], [-2.464, 0.897, 2.395], [5.731, -0.802, -2.720], [-2.331, 1.962, 2.200], [-0.092, 3.365, 0.516], [6.295, 1.568, -3.147], [0.354, 0.606, -2.928], [-4.404, -1.773, 1.377], [-0.511, -1.504, -3.486], [-3.624, -1.661, 2.127], [1.944, -4.543, -1.414], [1.688, -0.142, 2.220], [-1.061, -2.541, -3.189], [2.302, 0.363, 0.011], [-3.165, 1.973, -4.512], [-1.629, 5.567, 0.879], [-6.271, -3.054, -0.188], [-3.077, 5.037, 0.018], [-0.172, 2.270, 3.995], [-4.266, -3.090, 0.617], [3.817, -1.365, -1.232], [-2.858, -3.611, 0.274], [-3.387, -1.567, -1.290], [-3.719, -5.542, 0.540], [-1.014, 2.027, -4.451], [-5.367, -1.769, 1.892], [-4.046, 3.424, -1.440], [0.446, 0.985, 5.026], [-0.448, -3.631, -0.097], [4.419, -0.386, 2.959], [0.838, -1.926, -0.370], [-3.441, 2.556, -1.234], [5.460, -0.460, 3.238], [-0.009, -0.616, -2.563], [-2.203, 4.691, 0.572], [2.497, -2.913, -1.774], [2.767, -2.767, 0.857], [3.413, -0.674, 3.863], [0.382, 0.038, 1.777], [-2.719, 0.457, -1.004], [0.443, 4.262, 0.838], [4.925, 3.363, -2.143], [-3.185, 0.801, 3.213], [-2.556, 4.178, 1.468], [-0.875, 0.121, 3.006], [-4.730, 0.843, -1.831], [-0.309, -1.196, -4.835], [0.938, -3.479, -2.398], [-1.713, 1.293, -0.544], [3.660, -0.996, 4.867], [4.075, -0.015, 1.664], [3.009, 2.780, -0.663], [1.614, -3.512, -1.547], [-0.450, -2.052, 4.206], [-1.329, 3.767, -0.287], [-0.398, 1.283, 4.409], [-4.618, -3.845, 1.325], [-3.800, 1.222, -1.436], [-5.176, -4.127, -1.070], [2.776, 1.135, -4.699], [-0.878, 2.650, -5.336], [0.925, -3.010, -0.276], [1.970, -4.326, 1.092], [-1.026, 2.685, -3.582], [2.944, 0.662, -3.731], [3.642, 1.760, -4.912], [1.330, 2.399, -5.677], [0.256, 1.135, -4.344], [-2.801, -5.005, 0.331], [-2.332, 1.272, -4.556], [-1.633, -5.716, 0.172], [-0.346, 2.787, 1.404], [0.207, 0.182, -6.543], [0.476, -5.556, -0.098], [-2.147, 2.558, -0.692], [1.796, -3.257, 0.959], [1.570, 2.775, -3.968], [2.742, 0.071, 1.322], [-1.623, -1.498, -0.213], [-0.459, -5.016, -0.012], [-2.404, 0.725, -5.498], [-1.497, -2.265, 2.811], [-2.609, -0.950, -0.853], [-1.273, -1.600, 3.649], [3.324, 0.683, -0.893], [0.744, 1.363, -1.997], [-5.250, -3.167, -0.557], [3.613, 2.013, -1.127], [1.325, -0.812, 4.229], [-2.904, 0.452, 1.510], [-1.632, -6.797, 0.226], [0.084, 0.014, -5.351], [1.499, 1.962, -4.692], [-1.268, 1.401, 5.062], [5.139, -0.013, -2.276], [-0.371, 5.462, -1.240]], "mulliken_charge": [0.243, 0.059, 0.459, 0.013, 0.392, -0.652, -0.756, 0.275, 0.181, 0.337, -0.877, 0.115, -0.092, -0.030, 0.356, -1.762, -1.589, 0.541, 0.318, 0.449, -0.375, -1.257, 0.397, 0.099, -1.003, -0.555, -0.106, 0.490, 0.192, -0.706, 0.836, 0.514, 0.469, 0.424, 0.351, 0.281, -0.159, 0.516, 0.952, 0.404, 0.465, -0.525, 0.536, 0.502, 0.409, 0.112, -1.016, 0.140, -1.362, 0.421, 0.732, -1.734, 0.166, 0.282, -1.366, 1.025, -0.048, 0.766, 0.435, 0.691, 0.302, 0.425, 0.557, 0.218, 0.357, 2.250, 0.419, -1.090, 0.452, -1.624, 0.372, 2.871, -1.222, 0.901, -1.158, 0.384, -1.305, 0.678, 1.709, 0.480, -0.271, 0.272, 0.498, 0.480, 2.417, -1.041, -1.309, -1.610, -0.420, -0.656, 0.394, -0.694, -1.640, 0.338, 0.743, 1.868, -0.609, 0.357, 0.122, -1.292, -1.109, -0.151, -0.053, -1.405, 0.073, 0.352, -0.506, 0.399, -0.863, -0.993, 0.400, -1.004, 0.556], "orbital_gap_ev": 7.765, "lumo_ha": 0.00717, "homo_ev": -7.57, "fmax_ev_per_a": 0.16}

---

No. 2
{"formula": "C39H49BrNO2Se2V", "method": "ωB97M-V/def2-TZVPD", "elements": ["H", "H", "C", "C", "H", "C", "C", "C", "H", "H", "H", "H", "H", "H", "H", "H", "H", "H", "H", "C", "C", "H", "C", "O", "H", "H", "O", "C", "C", "H", "Br", "C", "C", "C", "H", "H", "H", "H", "V", "H", "C", "H", "H", "C", "C", "H", "C", "C", "H", "H", "N", "C", "H", "C", "C", "C", "H", "H", "H", "H", "H", "C", "C", "H", "C", "H", "C", "C", "H", "C", "C", "C", "H", "C", "C", "H", "H", "H", "H", "H", "C", "H", "Se", "C", "C", "H", "C", "C", "H", "H", "C", "Se", "H", "C", "H"], "coordinates": [[0.641, 6.394, 1.128], [-1.158, -1.971, 6.039], [1.354, 2.580, -0.125], [-0.226, 0.636, 5.774], [5.882, 3.412, 1.731], [1.126, -0.423, 3.955], [-4.099, 0.041, -0.185], [-0.587, -4.680, -0.289], [6.203, 0.552, 3.638], [4.301, 6.709, -0.601], [2.267, -0.641, 5.727], [-1.297, 3.324, -1.241], [4.710, 2.143, 0.208], [0.228, 5.049, -2.383], [1.437, -4.615, -1.029], [4.089, 6.679, 1.167], [3.928, 0.585, 6.654], [3.958, -1.929, 6.398], [6.976, -0.467, 4.848], [-6.658, -0.560, 0.619], [0.641, -2.674, -0.623], [5.691, 0.636, 6.604], [4.739, 6.371, 0.343], [0.183, -0.150, 1.709], [-2.324, -0.486, 4.576], [-2.321, -1.932, 0.560], [0.298, 1.673, -0.270], [2.601, 1.958, 0.002], [3.705, 4.064, 0.165], [-0.253, 5.093, 1.925], [-0.730, -6.530, -0.357], [-0.189, 5.695, 1.014], [1.264, -0.241, 2.586], [0.071, 5.669, -1.497], [6.221, -1.220, 3.447], [-0.164, 1.606, 5.273], [2.395, 5.727, 0.070], [-6.331, -2.482, -0.289], [-0.316, 0.210, 0.201], [0.594, 0.573, 6.492], [-0.191, -0.517, 4.754], [-6.727, 1.448, 1.384], [-1.540, 0.520, 3.373], [-4.616, -1.215, -0.473], [4.818, -1.844, 5.728], [-2.169, 4.623, -0.441], [-1.464, -0.425, 3.906], [-6.131, 0.701, 0.875], [5.721, -1.933, 6.336], [4.750, 1.623, 5.475], [-0.387, -1.906, -0.207], [-1.652, -3.909, 0.157], [-1.472, 3.332, 0.529], [-0.043, 4.800, -0.228], [2.329, -0.500, 4.654], [4.790, 0.657, 5.986], [4.631, -0.205, 2.194], [5.520, 4.752, -1.769], [-0.147, -2.703, 4.781], [4.947, 4.696, 2.523], [6.245, 3.464, -0.791], [5.961, 4.520, -0.796], [0.582, -4.049, -0.680], [-4.429, 1.998, 0.653], [-5.907, -1.511, -0.062], [6.876, 5.108, -0.692], [2.515, -0.160, 1.970], [3.596, -0.415, 4.087], [-4.051, -1.939, -1.049], [4.993, 4.864, 0.346], [6.126, -0.403, 4.168], [-4.843, 1.014, 0.470], [-1.163, 0.601, 6.336], [5.625, 4.475, 1.694], [-0.219, -1.871, 5.488], [4.794, -2.687, 5.030], [-1.545, -1.254, 3.198], [-7.663, -0.799, 0.942], [0.597, -1.968, 6.207], [6.545, 5.044, 1.847], [3.764, 2.667, 0.125], [5.690, 6.892, 0.466], [-2.380, 0.582, -0.791], [-1.311, 3.955, -0.350], [2.453, 4.649, 0.053], [1.530, -2.169, -0.953], [1.238, 3.958, -0.096], [3.676, -0.253, 2.699], [0.893, 6.385, -1.433], [-2.581, -4.366, 0.475], [-1.514, -2.542, 0.184], [2.600, 0.042, 0.044], [-0.853, 6.236, -1.638], [4.832, -0.502, 4.976], [-1.105, 6.284, 0.930]], "mulliken_charge": [0.363, 0.488, 0.637, -1.666, 0.342, -0.191, 0.464, 0.174, 0.281, 0.427, 0.423, 0.310, 0.500, 0.375, 0.467, 0.396, 0.330, 0.322, 0.446, -0.538, -0.352, 0.467, -2.091, 0.430, 0.645, 0.684, -0.351, -0.009, -0.468, 0.356, -0.053, -1.679, 0.417, -1.646, 0.387, 0.358, 0.477, 0.413, 0.821, 0.344, 2.000, 0.420, 0.286, -0.228, -1.603, 0.533, -1.986, -0.646, 0.472, 0.332, 0.552, -0.978, 0.220, 2.097, -0.568, -1.515, 0.636, 0.389, 0.355, 0.362, 0.319, -1.635, -0.942, 0.387, -0.642, 0.454, -0.105, -0.124, 0.554, 1.897, -1.956, -0.472, 0.472, -1.557, -1.671, 0.355, 0.166, 0.415, 0.328, 0.455, -0.921, 0.452, 0.001, -1.939, -0.011, 0.635, -0.474, -0.435, 0.337, 0.526, -0.526, 0.209, 0.465, 1.899, 0.453], "orbital_gap_ev": 6.259, "lumo_ha": -0.28939, "charge": 2, "homo_ev": -14.13, "fmax_ev_per_a": 2.35}

---

No. 3
{"formula": "C5H12NO", "method": "ωB97M-V/def2-TZVPD", "elements": ["H", "H", "H", "H", "H", "H", "H", "C", "N", "C", "H", "H", "H", "C", "H", "O", "C", "H", "C"], "coordinates": [[2.589, 2.028, -1.817], [-1.255, -0.015, -1.554], [-1.194, -2.540, 1.456], [2.574, 1.980, -0.164], [-2.182, -0.404, 1.384], [0.146, 1.300, 0.857], [-0.355, -2.325, -0.072], [-0.814, -1.800, 0.764], [2.322, 1.448, -1.009], [-1.820, -0.730, 0.401], [0.074, -0.851, 2.287], [-2.684, -1.168, -0.094], [-2.079, 1.137, -0.730], [0.016, 0.956, -0.158], [0.689, 0.637, -2.103], [0.339, -1.194, 1.413], [-1.323, 0.368, -0.530], [2.961, 0.639, -1.038], [0.929, 1.020, -1.122]], "mulliken_charge": [0.387, 0.326, 0.350, 0.367, 0.292, 0.265, 0.285, -0.579, -0.261, -0.452, 0.324, 0.346, 0.393, 0.000, 0.340, -0.546, -0.731, 0.379, -0.484], "orbital_gap_ev": 9.877, "lumo_ha": -0.13410, "charge": 1, "homo_ev": -13.53, "fmax_ev_per_a": 1.52, "smiles": "[NH3+]/C=C/CCCO"}